Here is a structure of composition C42H55BCl3F3N5O2S3SeSiV at a distorted geometry from OMol25. Energies are from ωB97M-V/def2-TZVPD.

Values from the calculation:
LUMO level (alpha / beta) ... 1.1 / 1.7 eV
2S+1 ... 2
Kohn-Sham gap (alpha / beta) ... 0.2094 / 0.2332 Ha
Net charge ... -1
Highest occupied orbital energy (alpha / beta) ... -4.603 / -4.612 eV

```
117
C42H55BCl3F3N5O2S3SeSiV ωB97M-V/def2-TZVPD
V -0.596 -0.589 1.495
C 2.739 4.666 -3.365
C 2.379 3.198 -3.650
C 1.405 3.121 -4.830
C 3.668 2.468 -4.021
C 1.744 2.587 -2.426
C 2.310 1.492 -1.800
C 1.658 0.961 -0.691
Se 2.407 -0.520 0.220
C 1.727 -1.885 -0.924
C 2.449 -2.295 -2.048
C 1.893 -3.251 -2.863
C 0.702 -3.889 -2.555
C -0.026 -3.562 -1.411
C 0.483 -2.494 -0.608
O -0.209 -2.125 0.468
C -1.297 -4.384 -1.099
C -0.893 -5.864 -1.020
C -2.295 -4.183 -2.248
C -2.054 -4.066 0.201
C 2.612 -3.692 -4.121
C 3.897 -2.901 -4.357
C 1.684 -3.483 -5.337
C 2.976 -5.179 -4.000
C 0.470 1.542 -0.171
O -0.049 1.145 0.996
C -0.106 2.678 -0.839
C 0.577 3.157 -1.955
C -1.437 3.341 -0.469
C -1.306 4.864 -0.587
C -1.995 3.038 0.931
C -2.487 2.853 -1.495
H 3.204 5.113 -4.256
H 3.440 4.740 -2.522
H 1.853 5.264 -3.117
H 1.844 3.583 -5.727
H 0.470 3.661 -4.613
H 1.138 2.080 -5.065
H 4.132 2.949 -4.888
H 3.462 1.431 -4.282
H 4.393 2.478 -3.197
H 3.239 1.044 -2.151
H 3.400 -1.824 -2.266
H 0.344 -4.686 -3.210
H -0.407 -6.220 -1.933
H -1.767 -6.475 -0.833
H -0.168 -6.028 -0.212
H -1.869 -4.493 -3.212
H -2.573 -3.125 -2.329
H -3.200 -4.764 -2.074
H -1.421 -4.137 1.083
H -2.883 -4.769 0.295
H -2.476 -3.074 0.141
H 3.675 -1.824 -4.430
H 4.362 -3.213 -5.298
H 4.603 -3.038 -3.530
H 1.424 -2.428 -5.448
H 0.753 -4.069 -5.229
H 2.180 -3.835 -6.245
H 3.655 -5.345 -3.156
H 3.479 -5.518 -4.915
H 2.097 -5.806 -3.827
H 0.162 4.012 -2.470
H -0.424 5.245 -0.056
H -2.190 5.352 -0.161
H -1.251 5.206 -1.630
H -1.252 3.162 1.706
H -2.364 2.041 0.983
H -2.823 3.737 1.120
H -2.166 3.097 -2.513
H -3.452 3.332 -1.305
H -2.599 1.778 -1.407
C 3.705 2.611 1.742
N 2.452 3.224 2.093
C 1.966 4.392 1.564
C 0.846 4.680 2.258
N 0.656 3.716 3.219
B -0.469 3.849 4.303
N -0.670 2.572 5.176
C -0.290 2.524 6.498
C -0.801 1.391 7.041
N -1.478 0.743 6.044
C -2.347 -0.382 6.192
C -1.347 1.448 4.889
S -2.030 0.968 3.366
C 1.654 2.811 3.122
S 1.990 1.408 4.107
H 4.419 3.396 1.499
H 3.608 1.947 0.886
H 4.039 2.044 2.601
H 2.414 4.865 0.710
H 0.136 5.478 2.149
H -0.113 4.697 5.087
H -1.501 4.138 3.769
H 0.305 3.314 6.914
H -0.757 1.012 8.046
H -2.087 -0.922 7.099
H -2.226 -1.040 5.347
H -3.386 -0.063 6.229
F -6.314 -2.692 0.572
C -5.777 -1.499 0.960
F -6.728 -0.887 1.706
F -5.592 -0.772 -0.140
C -4.559 -1.764 1.777
C -4.737 -2.531 2.923
C -3.670 -2.901 3.721
C -2.422 -2.445 3.354
N -2.253 -1.703 2.265
C -3.262 -1.347 1.449
S -2.740 -0.389 0.100
H -5.728 -2.863 3.179
H -3.799 -3.489 4.613
H -1.522 -2.685 3.908
Cl 0.659 -3.580 2.769
Si 1.041 -1.511 3.229
Cl 0.566 -1.514 5.250
Cl 3.093 -1.635 3.176
```


Here is the molecule C2H2FIO at a distorted geometry from OMol25. Energies are from ωB97M-V/def2-TZVPD.

Values from the calculation:
LUMO level (alpha / beta) ... -0.5 / -0.5 eV
Kohn-Sham gap (alpha / beta) ... 0.2790 / 0.2790 Ha
Highest occupied orbital energy (alpha / beta) ... -8.123 / -8.124 eV

```
7
C2H2FIO ωB97M-V/def2-TZVPD
C 1.099 1.335 0.165
C -1.317 -0.998 -0.350
O 2.185 1.815 0.293
F -1.826 -1.454 0.868
I 0.838 -0.839 -0.354
H 0.230 1.893 0.519
H -1.209 -1.752 -1.141
```


Here is a structure of composition C4H8O3 from OMol25. Energies are from ωB97M-V/def2-TZVPD.

Values from the calculation:
LUMO level ... 0.5 eV
Kohn-Sham gap ... 0.3238 Ha
Highest occupied orbital energy ... -8.347 eV

```
15
C4H8O3 ωB97M-V/def2-TZVPD
C -2.774 0.334 -0.296
O -1.588 0.263 0.492
C -0.582 -0.444 -0.063
O -0.667 -0.968 -1.154
C 0.634 -0.425 0.780
C 2.222 0.528 -0.442
O 3.365 -0.070 -0.088
H -3.178 -0.667 -0.467
H -3.474 0.937 0.283
H -2.568 0.800 -1.263
H 0.465 -0.098 1.807
H 1.194 -1.354 0.721
H 1.793 -0.012 -1.292
H 1.354 0.701 0.402
H 3.803 0.475 0.581
```


Here is the ion C5H12NO with charge +1 at a distorted geometry from OMol25. Energies are from ωB97M-V/def2-TZVPD.

Values from the calculation:
LUMO level ... -3.6 eV
Kohn-Sham gap ... 0.3731 Ha
Net charge ... +1
Highest occupied orbital energy ... -13.786 eV
SMILES ... C=C([NH3+])CCCO

```
19
C5H12NO ωB97M-V/def2-TZVPD
C -0.472 -0.460 -2.236
O -1.311 -1.321 -1.461
C 0.379 0.225 -1.180
C -0.390 0.973 -0.028
C -0.073 0.424 1.368
C -0.826 -0.331 2.157
N 1.388 0.376 1.472
H -1.150 0.251 -2.682
H 0.086 -1.142 -2.872
H -1.306 -2.235 -1.750
H 0.956 -0.586 -0.665
H 1.199 0.911 -1.617
H -1.486 0.907 -0.192
H -0.112 2.019 -0.018
H -1.935 -0.160 2.140
H -0.316 -0.860 2.970
H 1.957 0.472 0.633
H 1.746 1.084 2.118
H 1.668 -0.547 1.844
```


Here is the molecule C8H18N3OP at a distorted geometry from OMol25. Energies are from ωB97M-V/def2-TZVPD.

Values from the calculation:
LUMO level ... 0.5 eV
Kohn-Sham gap ... 0.3104 Ha
Highest occupied orbital energy ... -7.983 eV

```
31
C8H18N3OP ωB97M-V/def2-TZVPD
C -1.427 0.090 -1.091
C -1.594 0.070 0.526
C -0.577 -0.900 0.797
C -3.696 1.021 1.435
C 1.763 -1.533 1.001
C 2.826 -0.167 -1.865
C 3.382 1.750 -0.364
C -3.039 -0.287 0.979
N -0.145 0.363 -1.405
N 0.647 -0.573 0.763
N 2.418 0.756 -0.763
O 0.623 2.178 0.488
P 0.820 0.960 -0.329
H -1.815 -0.783 -1.501
H -2.185 0.732 -1.541
H -1.345 1.043 0.765
H -1.004 -1.901 0.918
H -3.735 1.862 0.753
H -3.086 1.626 2.164
H -4.665 0.909 2.040
H 1.630 -2.415 0.467
H 2.672 -1.018 0.742
H 1.547 -1.719 2.148
H 1.847 -0.653 -2.226
H 3.269 0.460 -2.723
H 3.392 -0.959 -1.422
H 3.341 2.107 0.712
H 4.346 1.422 -0.685
H 3.308 2.585 -0.969
H -3.641 -0.758 0.232
H -2.858 -0.878 1.887
```


Here is a cluster of 2 separate species, C2H8NO in total at a distorted geometry from OMol25. Energies are from ωB97M-V/def2-TZVPD.

Values from the calculation:
LUMO level ... 4.3 eV
Kohn-Sham gap ... 0.2412 Ha
Net charge ... -1
Highest occupied orbital energy ... -2.256 eV

```
12
C2H8NO ωB97M-V/def2-TZVPD
O -0.962 -1.671 2.124
H -1.186 -2.611 2.160
C 0.617 0.125 -1.498
C 0.070 0.083 -0.091
N -0.297 1.469 0.362
H -0.184 0.170 -2.239
H 1.193 -0.773 -1.742
H 1.281 0.987 -1.628
H 0.714 -0.408 0.635
H -0.858 -0.487 -0.065
H 0.541 1.780 0.839
H -0.931 1.334 1.143
```


Here is a structure of composition C64H66BGeN6O6SSn at a distorted geometry from OMol25. Energies are from ωB97M-V/def2-TZVPD.

Values from the calculation:
LUMO level ... 2.3 eV
Kohn-Sham gap ... 0.2704 Ha
Net charge ... -1
Highest occupied orbital energy ... -5.042 eV

```
146
C64H66BGeN6O6SSn ωB97M-V/def2-TZVPD
Sn -0.021 0.020 -0.372
C -2.726 3.363 -1.402
C -2.031 3.410 -0.079
C -1.701 4.541 0.689
C -1.183 4.039 1.865
C -0.674 4.795 3.047
N -1.213 2.693 1.786
N -1.720 2.303 0.583
B -0.986 1.714 2.976
N -1.895 0.482 2.829
N -1.891 -0.300 1.723
C -2.817 -1.226 1.899
C -3.089 -2.241 0.834
C -3.431 -1.064 3.157
C -2.814 0.035 3.717
C -3.041 0.656 5.058
N 0.483 1.223 3.104
N 0.968 0.297 2.241
C 2.153 -0.078 2.704
C 2.966 -1.125 2.017
C 2.448 0.617 3.891
C 1.352 1.428 4.116
C 1.116 2.368 5.256
H -3.624 3.983 -1.376
H -3.009 2.336 -1.624
H -2.082 3.724 -2.206
H -1.833 5.582 0.432
H -0.767 5.865 2.861
H 0.379 4.573 3.231
H -1.234 4.547 3.951
H -1.281 2.297 3.985
H -2.579 -1.950 -0.085
H -4.157 -2.315 0.623
H -2.732 -3.231 1.127
H -4.215 -1.662 3.594
H -3.811 0.099 5.591
H -3.362 1.695 4.968
H -2.127 0.645 5.655
H 2.294 -1.848 1.553
H 3.610 -1.644 2.728
H 3.589 -0.689 1.232
H 3.327 0.518 4.511
H 2.023 2.441 5.856
H 0.307 2.017 5.901
H 0.848 3.363 4.907
C 4.329 1.798 -1.584
C 3.322 0.665 -1.731
O 2.613 0.423 -0.762
C 3.259 -0.047 -3.007
C 4.236 0.192 -3.995
C 4.206 -0.420 -5.224
C 3.143 -1.294 -5.518
C 2.167 -1.543 -4.594
C 2.180 -0.951 -3.288
O 1.281 -1.274 -2.445
H 4.156 2.283 -0.624
H 4.217 2.524 -2.391
H 5.351 1.414 -1.605
H 5.058 0.861 -3.772
H 4.984 -0.231 -5.953
H 3.107 -1.793 -6.483
H 1.358 -2.237 -4.803
O 1.084 -3.183 -0.279
S 2.424 -2.994 -0.909
C 2.489 -4.084 -2.350
C 3.606 -4.094 -3.173
C 3.596 -4.865 -4.324
C 2.467 -5.604 -4.658
C 1.358 -5.594 -3.822
C 1.375 -4.838 -2.658
C 3.510 -4.081 0.079
C 2.982 -5.065 0.895
C 3.821 -5.774 1.744
C 5.181 -5.489 1.780
C 5.706 -4.499 0.959
C 4.867 -3.791 0.110
H 4.476 -3.495 -2.925
H 4.458 -4.868 -4.979
H 2.446 -6.177 -5.577
H 0.471 -6.158 -4.085
H 0.527 -4.804 -1.990
H 1.914 -5.252 0.871
H 3.414 -6.540 2.393
H 5.833 -6.036 2.451
H 6.763 -4.264 1.000
H 5.261 -2.999 -0.521
C 1.450 4.093 -1.487
C 1.607 3.497 -0.111
O 1.177 2.410 0.195
C 2.376 4.263 0.924
C 2.570 5.638 0.861
C 3.299 6.283 1.851
C 3.843 5.555 2.902
C 3.646 4.181 2.970
C 2.911 3.539 1.986
H 1.101 3.313 -2.161
H 2.393 4.522 -1.831
H 0.697 4.883 -1.448
H 2.135 6.213 0.052
H 3.440 7.356 1.803
H 4.426 6.062 3.662
H 4.060 3.605 3.790
H 2.736 2.469 2.022
O -0.087 1.399 -2.247
C -0.983 0.740 -2.851
O -1.682 -0.134 -2.292
C -1.177 0.978 -4.335
C -0.795 -0.305 -5.074
Ge -2.022 -1.813 -4.772
C -2.477 -2.828 -3.158
C -3.769 -3.342 -3.061
C -4.159 -4.089 -1.957
C -3.255 -4.331 -0.934
C -1.970 -3.813 -1.015
C -1.575 -3.067 -2.119
C -3.771 -1.189 -5.432
C -4.543 -0.382 -4.589
C -5.793 0.073 -4.986
C -6.298 -0.280 -6.232
C -5.545 -1.083 -7.078
C -4.290 -1.531 -6.679
C -1.367 -3.198 -6.031
C -0.100 -3.118 -6.613
C 0.392 -4.148 -7.407
C -0.383 -5.272 -7.652
C -1.655 -5.361 -7.099
C -2.131 -4.339 -6.289
H -0.541 1.811 -4.638
H -2.223 1.235 -4.527
H 0.231 -0.581 -4.821
H -0.849 -0.157 -6.156
H -4.487 -3.151 -3.851
H -5.172 -4.468 -1.887
H -3.558 -4.901 -0.063
H -1.280 -3.945 -0.190
H -0.579 -2.631 -2.145
H -4.157 -0.122 -3.607
H -6.378 0.699 -4.323
H -7.276 0.067 -6.542
H -5.937 -1.365 -8.048
H -3.709 -2.160 -7.345
H 0.520 -2.245 -6.437
H 1.389 -4.074 -7.829
H 0.004 -6.079 -8.262
H -2.268 -6.234 -7.288
H -3.115 -4.429 -5.839
```


Here is a structure of composition C10H19O3Si at a distorted geometry from OMol25. Energies are from ωB97M-V/def2-TZVPD.

Values from the calculation:
LUMO level (alpha / beta) ... 3.5 / 1.3 eV
2S+1 ... 3
Kohn-Sham gap (alpha / beta) ... 0.1757 / 0.2150 Ha
Net charge ... -1
Highest occupied orbital energy (alpha / beta) ... -1.312 / -4.568 eV

```
33
C10H19O3Si ωB97M-V/def2-TZVPD
C 1.540 -0.416 -1.422
C 1.667 1.581 -0.093
C 1.196 -1.888 -1.493
C 2.692 -0.963 1.255
C 0.596 -0.045 2.292
C -0.871 1.287 -2.564
C -1.900 -0.492 -0.473
C -1.594 2.333 0.538
C 1.252 -0.651 1.015
C 1.125 0.252 -0.145
O 2.640 2.087 0.443
O 2.041 0.114 -2.361
O 0.784 2.329 -0.789
Si -0.706 1.046 -0.582
H 1.043 -2.172 -2.558
H 0.221 -1.978 -0.968
H 1.982 -2.449 -1.129
H 3.171 -0.027 1.256
H 2.850 -1.410 2.241
H 3.276 -1.417 0.399
H 0.245 -0.829 2.920
H 1.361 0.439 2.930
H -0.183 0.727 1.881
H -1.357 2.239 -2.643
H 0.153 1.530 -2.772
H -1.392 0.462 -3.127
H -1.846 -0.930 0.487
H -2.921 -0.135 -0.690
H -1.588 -1.220 -1.159
H -2.444 1.825 0.993
H -0.771 2.659 1.183
H -1.914 3.125 -0.136
H 0.589 -1.554 0.780
```


Here is the molecule C2H2S3 at a distorted geometry from OMol25. Energies are from ωB97M-V/def2-TZVPD.

Values from the calculation:
LUMO level ... -2.0 eV
Kohn-Sham gap ... 0.2558 Ha
Highest occupied orbital energy ... -9.010 eV
SMILES ... S=CC(=S)S

```
7
C2H2S3 ωB97M-V/def2-TZVPD
C 0.079 0.416 1.184
C -0.139 -0.382 -0.096
S 0.843 1.860 1.153
S -0.530 -1.995 -0.006
S 0.365 0.410 -1.567
H -0.437 -0.071 2.059
H -0.181 -0.239 -2.727
```


Here is a structure of composition C16H12Br2N6Pt at a distorted geometry from OMol25. Energies are from ωB97M-V/def2-TZVPD.

Values from the calculation:
LUMO level ... -6.8 eV
Kohn-Sham gap ... 0.3007 Ha
Net charge ... +2
Highest occupied orbital energy ... -15.027 eV

```
37
C16H12Br2N6Pt ωB97M-V/def2-TZVPD
Pt -0.651 0.085 0.006
N -2.927 -3.284 0.532
C -3.211 -3.216 -0.811
C -2.561 -2.119 -1.289
N -1.871 -1.541 -0.251
C -2.134 -2.248 0.841
C -1.590 -1.720 2.069
N -0.866 -0.609 1.970
C -0.466 -0.277 3.239
C -0.966 -1.196 4.109
N -1.673 -2.097 3.353
H -3.281 -3.987 1.162
H -3.856 -3.929 -1.293
H -2.548 -1.713 -2.285
H 0.154 0.578 3.445
H -0.875 -1.292 5.176
H -2.150 -2.907 3.720
Br 3.168 5.466 0.789
C 2.045 3.994 0.571
C 0.894 3.865 1.337
C 0.108 2.747 1.163
N 0.411 1.795 0.270
C 1.489 1.949 -0.528
C 2.341 3.026 -0.381
C 1.588 0.942 -1.595
C 2.565 0.957 -2.570
C 2.547 -0.009 -3.569
Br 3.852 -0.009 -4.898
C 1.547 -0.969 -3.559
C 0.604 -0.927 -2.555
N 0.613 0.002 -1.592
H 0.617 4.615 2.064
H -0.783 2.582 1.754
H 3.213 3.134 -1.007
H 3.341 1.707 -2.564
H 1.495 -1.733 -4.320
H -0.185 -1.664 -2.505
```


Here is a structure of composition C20H26FeN2O10 at a distorted geometry from OMol25. Energies are from ωB97M-V/def2-TZVPD.

Values from the calculation:
LUMO level (alpha / beta) ... 4.1 / 4.1 eV
2S+1 ... 5
Kohn-Sham gap (alpha / beta) ... 0.2168 / 0.2166 Ha
Net charge ... -2
Highest occupied orbital energy (alpha / beta) ... -1.830 / -1.825 eV

```
59
C20H26FeN2O10 ωB97M-V/def2-TZVPD
Fe -0.343 0.328 -0.068
C -3.946 1.430 1.866
C -2.856 1.002 0.991
C -3.188 0.105 -0.276
O -2.182 -0.473 -0.760
C -4.557 0.110 -0.699
C -5.551 0.657 0.118
C -5.242 1.229 1.510
O -6.100 1.438 2.449
O -6.710 0.745 -0.413
O -1.703 1.295 1.186
H -3.624 1.793 2.830
H -4.640 -0.398 -1.649
C 1.785 -1.214 -3.435
C 2.735 -1.398 -4.526
C 4.293 -1.033 -4.246
O 5.127 -1.234 -5.193
C 4.595 -0.595 -2.881
C 3.654 -0.282 -2.043
C 2.210 -0.625 -2.312
O 1.170 -0.439 -1.522
O 3.958 0.278 -0.897
O 2.492 -2.086 -5.532
H 0.766 -1.555 -3.541
H 5.624 -0.277 -2.804
C 1.932 3.749 0.519
C 0.908 2.711 0.214
C 0.456 2.737 -1.322
O -0.734 1.945 -1.401
C -1.646 2.525 -2.386
N 1.365 1.391 0.760
H 2.692 3.753 -0.263
H 2.421 3.416 1.434
H 1.398 4.692 0.639
H -0.022 3.040 0.678
H 1.305 2.471 -1.952
H 0.318 3.783 -1.597
H -2.449 1.796 -2.491
H -1.247 2.704 -3.384
H -2.114 3.417 -1.969
H 2.346 1.273 0.549
H 1.395 1.452 1.767
C -1.366 -1.148 3.304
C -0.008 -1.612 2.723
C 0.310 -3.119 2.813
O 1.514 -3.329 2.152
C 1.863 -4.676 1.987
N -0.045 -1.302 1.281
H -1.447 -1.481 4.339
H -2.120 -1.747 2.793
H -1.715 -0.125 3.163
H 0.807 -1.094 3.228
H -0.576 -3.708 2.576
H 0.485 -3.487 3.824
H 1.035 -5.303 1.656
H 2.143 -5.204 2.899
H 2.665 -4.803 1.260
H 0.926 -1.382 1.016
H -0.562 -2.134 1.035
```


Calculated values (u) of molecular weight for the records, taken in order: 1090.29, 187.94, 104.10, 102.16, 203.23, 62.09, 1249.47, 215.34, 122.24, 643.20, 510.28.
Calculated values (eV) of DFT total energy for the records, taken in order: -233817.3455, -14967.1333, -10416.4178, -8908.8930, -24392.7567, -5740.5524, -162529.8926, -24695.5705, -34610.2491, -169046.6145, -79002.2873.